Entry from the Open Molecules 2025 dataset: C5H7NO in the gas phase (ωB97M-V/def2-TZVPD).

Geometry as XYZ:
```
14
Properties=species:S:1:pos:R:3:forces:R:3:nbo_charge:R:1
C 1.9231 -0.4188 -0.5828 0.0 0.0 0.0 -0.67
C 0.6079 0.1580 -0.2535 0.0 0.1 0.2 0.14
C -0.1455 0.9764 0.4201 0.1 -0.2 -0.1 0.00
N -0.2274 1.9322 1.4608 0.4 -0.1 0.1 0.12
O 0.7795 1.9354 2.1421 -0.4 0.1 -0.2 -0.28
C -0.8693 0.1630 -0.5977 -0.2 0.0 -0.1 -0.23
C -1.7658 -0.9824 -0.1599 0.0 0.0 0.0 -0.62
H 2.6607 -0.1793 0.1867 -0.1 0.0 -0.1 0.24
H 2.2716 -0.0204 -1.5428 -0.1 -0.1 0.1 0.24
H 1.8432 -1.5050 -0.6902 0.0 0.1 0.0 0.24
H -1.1631 0.6165 -1.5514 0.1 0.0 0.2 0.18
H -1.4117 -1.3962 0.7910 -0.1 0.0 -0.1 0.21
H -2.7943 -0.6345 -0.0128 0.1 -0.1 0.0 0.22
H -1.7855 -1.7892 -0.9010 0.0 0.1 0.1 0.21
```
Positions in Å, forces in eV/Å.

Output
* SMILES string: CC1=C(N=O)[C@@H]1C
* HOMO energy (alpha / beta): -9.138 / -9.137 eV
* HOMO-LUMO gap (alpha / beta): 8.48 / 8.48 eV
* 2S+1: 1
* energy relative to the best compared isomer or geometry (same formula, charge and spin): 115.6 kcal/mol